No. 1
DFT (ωB97M-V with the def2-TZVPD basis set) results for 3 unconnected molecules or ions with the total composition C27H49I2NO3.

```
82
Properties=species:S:1:pos:R:3
H 0.59 -0.26 -0.49
H 0.41 1.31 1.34
C -3.20 0.14 -6.03
H 2.96 -0.38 2.54
H 2.71 -1.24 -1.23
H 5.86 -3.42 6.47
C 6.67 -1.89 4.18
C -3.18 1.25 -0.42
H 1.73 -0.17 4.68
H 2.31 2.60 2.19
H 0.63 0.13 3.34
C -3.97 5.94 -0.18
C 2.71 -0.26 -0.75
H 8.45 -2.38 6.35
H -3.05 2.28 -2.49
H -5.73 -0.66 -3.29
H 3.56 -4.08 5.82
C -2.73 -0.24 -0.93
H -3.52 -1.72 -3.13
H 5.97 -2.22 3.41
C -2.10 -1.07 -6.08
C 1.51 0.51 3.86
H 9.59 -3.35 5.41
N -3.99 3.68 -1.13
O -1.94 -1.50 -4.68
O -2.40 1.40 -5.91
H -1.47 0.77 -2.66
C -5.46 -0.31 -4.39
C 7.74 -2.97 4.38
C -4.95 4.41 -2.07
H -1.62 1.23 -5.27
H -3.74 6.90 0.46
H 3.45 1.69 1.22
C 1.48 -0.12 0.13
H 1.27 1.49 4.29
C -7.56 -1.74 -5.28
H -4.88 1.80 -1.92
C -3.83 0.04 -4.48
H 9.34 -1.65 5.00
C -1.94 -0.28 -2.37
H 4.67 -2.26 7.04
H 3.63 -0.18 -0.17
H -1.95 -0.64 -0.12
I -6.45 1.63 -4.88
O -1.56 -1.52 -7.22
H -3.86 1.20 -4.20
C 4.08 -3.29 5.26
C -4.97 5.94 -1.49
C 1.37 1.26 0.81
H -5.49 3.90 -2.97
H 6.56 -1.03 6.17
H -2.57 4.01 0.79
H -3.97 0.28 -6.90
C 5.88 -1.50 5.44
I -4.91 -3.34 -5.39
H -4.04 1.08 0.39
H -8.13 -0.93 -4.65
C 2.51 1.60 1.78
H -8.06 -1.98 -6.32
H 3.58 0.94 3.52
H 3.33 -2.55 4.95
H -1.00 -1.00 -2.22
C 8.84 -2.56 5.34
H 5.15 -0.73 5.17
H 1.46 -0.91 0.88
C -3.33 4.42 0.01
H -5.60 6.79 -1.99
H -5.89 -0.93 -6.62
C 2.71 0.61 2.93
H -7.54 -2.72 -4.60
H 2.72 0.51 -1.53
C 5.15 -2.65 6.13
C -5.95 -1.38 -5.53
H 7.15 -0.98 3.79
H 7.28 -3.90 4.72
H 4.51 -3.75 4.37
H 1.33 2.03 0.03
H -2.30 1.79 0.14
C -2.81 -0.91 -3.61
H 8.19 -3.19 3.41
C -3.82 2.22 -1.58
H -3.59 -1.04 -0.96
```

- LUMO (eV) = -0.50
- strongest force on any atom (eV/Å) = 9.11
- SMILES string = C[C@H](I)[C@H](I)[C@H]1[C@H](CCCCn2cccc2)OC(=O)[C@@H]1O.CCCCCC.CCCCCC
- frontier orbital gap (eV) = 7.3739
- energy (eV) = -52616.5597

Atomic partial charges in e from the Löwdin method, atoms 1 to 4: H 0.077; H 0.093; C -0.166; H 0.097



No. 2
DFT (ωB97M-V with the def2-TZVPD basis set) results for a molecular structure, C27H49NP2Ru.

```
80
Properties=species:S:1:pos:R:3
H -0.62 5.39 -1.42
H 5.33 -1.32 3.49
H -4.37 3.96 -1.16
C -4.88 -0.58 1.00
C 2.41 -0.08 -2.42
H -2.61 5.46 1.30
H 2.62 3.09 0.83
H 3.72 -0.56 1.85
H -1.05 4.63 1.56
C -1.50 0.36 -1.80
C 3.32 -1.57 1.80
H 2.24 -6.26 1.25
P -3.99 0.29 -0.33
H 0.10 3.37 -0.76
H 1.37 -5.85 2.71
H 4.66 -2.07 -0.70
H -3.51 2.71 -2.02
H 0.22 2.43 1.40
C 2.39 -2.60 -2.10
Ru 1.77 1.09 -0.26
C 5.04 -2.38 3.46
H -4.35 -1.51 1.26
H 0.57 1.21 -1.77
H -4.62 0.41 -2.68
H -1.82 -2.51 0.28
C -1.37 0.89 1.15
C 2.80 -1.24 -1.52
H 1.45 -0.25 -2.91
C -1.38 -1.05 -1.20
C 2.98 2.06 0.97
H -2.58 3.80 1.97
H -1.99 -0.87 2.14
C 2.34 -1.85 0.82
H -5.52 2.02 -0.49
H -2.28 6.01 -1.54
H 2.77 -3.42 -1.48
H 3.66 -4.65 3.16
H -2.25 1.06 0.49
C 1.72 -3.13 0.84
H 0.90 -3.34 0.14
P -2.10 3.78 -0.43
H 4.85 -2.72 4.48
H -4.42 2.29 0.92
C 3.84 -2.59 2.58
H 2.81 -2.72 -3.10
C -3.70 3.09 -1.00
C -0.50 1.55 -1.73
H -2.51 0.78 -1.50
H 2.45 0.91 -1.85
C 3.26 -3.85 2.52
C -4.86 -0.26 -1.84
H 4.62 -0.28 -0.79
C -0.70 2.60 -0.59
C -0.28 1.80 0.65
H -5.88 -0.82 0.61
C -4.47 2.05 -0.15
H 2.86 1.74 2.02
N 2.12 -0.95 -0.25
H 4.83 -1.26 -2.27
H -1.72 1.30 2.11
H -4.55 -1.29 -2.09
C -1.66 5.10 -1.61
H -1.61 0.19 -2.90
H 3.19 0.09 -3.18
H 1.29 -2.68 -2.17
H -0.64 2.07 -2.68
C 2.17 -4.13 1.69
H -0.93 -1.76 -1.93
H -5.93 -0.22 -1.60
H 5.91 -2.95 3.10
H -4.95 0.07 1.89
H 0.63 -5.52 1.13
C 4.32 -1.21 -1.30
H -0.24 -0.87 1.70
C -1.65 -1.47 0.06
C -2.10 4.48 1.24
C -1.27 -0.64 1.31
H 4.01 1.95 0.62
H -1.73 4.72 -2.63
C 1.57 -5.51 1.69
```

- LUMO (alpha / beta) (eV) = -5.38 / -9.28
- 2S+1 = 5
- strongest force on any atom (eV/Å) = 4.41
- expectation value of S² = 6.046
- net charge = +2
- frontier orbital gap (alpha / beta) (eV) = 6.4529 / 2.5633
- energy (eV) = -51420.3272

Atomic partial charges in e from the Löwdin method, atoms 1 to 4: H 0.067; H 0.092; H 0.109; C -0.232



No. 3
DFT (ωB97M-V with the def2-TZVPD basis set) results for a molecular structure, C27H4F15GeN4O4SV.

```
57
Properties=species:S:1:pos:R:3
C -2.84 1.22 -2.17
F -0.32 -5.38 1.26
C -1.89 -2.48 -0.27
S 0.17 0.37 -0.40
C -3.84 1.87 -2.87
F -0.26 -2.68 1.43
H 7.24 2.39 -0.84
C 4.71 4.62 -0.43
O 4.43 -0.39 -0.80
F -2.92 1.13 5.75
O 6.89 6.21 -0.55
F -4.76 -0.54 0.30
Ge -1.88 -0.58 0.03
C -2.76 -4.51 -1.26
V 2.25 -0.07 -0.32
C -2.33 1.68 3.55
C -2.73 -3.13 -1.16
F -3.54 -2.43 -1.95
C -5.48 0.89 -1.41
C 2.37 -3.04 -0.26
F -2.65 -2.29 2.58
F -3.55 2.65 -3.90
C -3.12 0.41 -1.09
C -1.94 -5.27 -0.44
C 1.87 -5.34 -0.72
C 6.23 2.75 -0.70
C -4.46 0.26 -0.73
F -3.57 -5.11 -2.12
N 7.14 5.03 -0.65
C -2.68 0.74 4.51
H 6.36 0.10 -0.94
N 2.31 -1.84 -0.15
C -5.16 1.71 -2.48
F -6.75 0.72 -1.05
N 2.49 -4.23 -0.36
C -2.17 -0.09 1.89
C -2.53 -0.99 2.87
F -2.24 2.96 3.87
F -1.79 2.18 1.34
O 8.23 4.54 -0.80
C 5.33 0.45 -0.79
C 3.62 3.76 -0.36
F -3.12 -1.49 5.10
C -2.09 1.25 2.26
C 5.99 4.10 -0.59
C -1.07 -3.27 0.52
C -1.09 -4.65 0.46
F -1.97 -6.58 -0.52
H 2.62 4.13 -0.24
C 3.86 2.40 -0.44
F -1.59 1.38 -2.60
H 4.58 5.69 -0.37
F -6.13 2.32 -3.15
N 1.35 -6.32 -1.03
C 5.14 1.88 -0.63
C -2.78 -0.60 4.17
O 2.83 1.52 -0.34
```

- LUMO (alpha / beta) (eV) = -6.17 / -5.19
- 2S+1 = 2
- strongest force on any atom (eV/Å) = 2.50
- expectation value of S² = 0.869
- net charge = +1
- frontier orbital gap (alpha / beta) (eV) = 6.1542 / 7.1352
- energy (eV) = -176002.1054

Atomic partial charges in e from the Löwdin method, atoms 1 to 4: C -0.217; F 0.133; C -0.137; S 0.534



No. 4
DFT (ωB97M-V with the def2-TZVPD basis set) results for a molecular structure, C27H50BN3O7PtS3.

```
92
Properties=species:S:1:pos:R:3
H -0.02 1.95 3.81
C -1.15 3.72 -2.20
C 0.68 -0.99 -2.98
C 0.76 -4.11 0.56
C 6.06 0.48 -1.92
H -3.68 -3.05 1.43
C 5.61 -0.63 -2.89
H 5.94 -0.68 -0.04
O -0.43 2.62 1.26
C 3.57 -0.49 2.79
C -4.34 -2.31 1.01
H -2.84 1.49 1.68
C -6.04 -0.92 0.55
B -0.44 -0.46 0.40
O 2.86 0.52 -0.56
H -1.10 0.41 -0.15
H -3.03 4.20 2.98
H -1.05 -6.64 1.61
H 1.48 0.90 5.19
O 3.75 -1.79 -0.22
H 1.56 -0.81 4.55
H -2.05 0.65 3.56
C 4.13 -0.79 -2.64
C -5.70 -2.18 1.10
H -0.23 -2.51 1.55
H -0.33 -1.97 -1.39
H -2.11 -2.63 -3.01
H 1.50 -0.63 -2.39
C -2.59 1.96 -2.93
H 5.51 1.39 -2.21
H -4.69 0.50 -0.54
C 0.46 -5.45 0.54
C -1.01 -4.43 1.89
S -0.02 2.42 -2.75
H 5.45 1.01 0.13
C 5.46 0.16 -0.56
H 2.93 -1.30 2.46
H -1.98 3.69 -4.11
H -6.99 -0.45 0.35
H -2.99 3.89 1.16
N -3.86 -1.23 0.34
H 3.59 0.03 -3.12
H 5.78 -0.19 -3.87
H -1.15 0.30 -2.97
H -6.32 -2.89 1.62
H 7.12 0.68 -1.76
H -1.68 -4.12 2.68
Pt 1.15 1.27 0.59
C -0.66 -5.66 1.40
C -1.27 -2.02 -3.29
C -2.26 1.69 3.78
O -0.40 4.78 2.46
H -1.42 -1.61 -5.42
H -2.79 1.84 4.72
H -0.94 3.31 4.52
H -2.82 1.72 -1.89
C 0.32 -0.82 -4.29
C -2.76 3.54 2.16
H -3.45 1.58 -3.48
H 3.47 1.44 3.72
O 0.56 1.79 -1.58
H 0.91 -0.25 -4.99
N -0.17 -3.50 1.35
N -0.33 -1.67 -2.36
C 2.08 0.14 4.69
H 0.93 -6.16 -0.12
H -1.14 -1.44 0.41
H -4.17 1.96 2.63
C -0.96 2.50 3.79
C 2.76 0.65 3.42
H 3.65 -1.73 -2.89
H 1.53 -3.60 0.00
O 1.89 1.24 2.51
C -2.36 3.45 -3.11
H 4.24 -0.13 2.01
S 3.83 -0.52 -0.86
C -3.09 2.12 2.54
H -3.18 4.12 -2.86
C -1.30 1.30 -3.38
H 4.18 -0.96 3.57
S -0.96 3.47 2.29
H -1.32 3.47 -1.15
H -1.14 1.25 -4.46
H -0.27 -0.21 1.58
C -4.88 -0.34 0.11
C -0.87 -1.57 -4.50
H -0.68 4.69 -2.27
H -2.89 -1.12 0.08
H 6.29 -1.47 -2.77
H 2.89 -0.09 5.40
H 0.58 -0.64 -0.24
O 0.83 2.89 -3.79
```

- LUMO (alpha / beta) (eV) = 0.30 / -0.69
- 2S+1 = 3
- strongest force on any atom (eV/Å) = 1.85
- expectation value of S² = 2.006
- relative energy (zero: lowest compared OMol25 entry of this formula, charge and spin) (kcal/mol) = 25.27
- frontier orbital gap (alpha / beta) (eV) = 8.1066 / 7.1237
- energy (eV) = -84034.3897

Atomic partial charges in e from the Löwdin method, atoms 1 to 4: H 0.075; C -0.203; C -0.157; C -0.136



No. 5
DFT (ωB97M-V with the def2-TZVPD basis set) results for a molecular structure, C27H50BrClF7N3Na4O5P2S2.

```
102
Properties=species:S:1:pos:R:3
F 6.22 -1.16 -11.98
H 5.82 1.73 2.61
H 3.57 4.46 -0.53
N 1.19 2.10 -0.57
H 6.13 3.06 1.49
Na -4.16 -1.92 0.13
H 5.75 1.94 -1.41
H -12.45 1.70 2.96
H 7.15 0.99 -1.88
N 6.54 -1.61 -0.40
C -3.39 -1.27 2.74
O 7.44 -0.82 -3.13
P 6.64 0.82 0.52
O -11.36 -0.34 2.25
H 5.30 -1.71 -4.28
F 7.68 0.52 -11.83
C 4.77 -1.33 1.29
H 1.22 3.98 0.46
C 5.73 2.06 1.57
H 7.35 -2.89 -3.34
Na 7.34 -1.58 -7.24
H 2.25 -2.31 1.93
H -10.07 1.42 0.08
C 2.73 3.96 -1.01
H -0.24 1.21 -3.20
C 6.20 -1.91 -4.91
H -9.45 -0.06 0.80
H 6.63 -1.42 -1.41
C 2.44 -1.36 2.41
C 3.61 -2.83 -0.11
H -0.84 2.29 -1.23
C 3.51 -0.53 1.71
C -4.20 -0.96 4.98
C -2.49 -0.23 2.90
H -4.85 -1.23 5.80
H -1.83 0.05 2.10
C 0.69 1.09 0.26
H 6.30 -0.94 -5.48
O 6.19 -3.02 -5.66
O 4.45 -2.67 0.99
H -8.73 -0.85 2.85
H -10.50 3.36 1.40
C -9.82 0.93 1.02
H -11.14 3.82 2.98
H 4.66 2.06 1.32
H 2.15 4.73 -1.51
H 0.28 -1.28 2.17
H -9.04 1.49 1.52
Na 3.21 1.98 2.20
N -11.66 1.90 2.36
H 1.45 1.63 -3.04
C 0.44 2.02 -2.94
C 6.77 1.67 -1.11
S -0.10 -0.18 -0.40
H -1.76 1.28 4.25
H 2.83 -1.58 3.40
H 2.75 -3.41 0.22
H 2.63 2.93 0.80
H 7.32 2.61 -1.02
H 4.92 -0.40 -0.71
H 3.15 -0.03 0.80
H -7.63 -3.72 5.82
H 3.15 3.26 -1.73
C -11.36 3.28 2.05
Cl -7.02 0.54 0.86
H 0.17 3.65 -1.63
H -8.07 -2.10 6.41
F -3.26 0.74 6.29
C 1.90 3.23 0.06
H -10.01 -1.39 3.92
C 5.59 -0.68 0.12
F 9.27 -1.87 -11.57
F 8.72 -0.58 -13.31
H 3.87 0.21 2.47
H -9.33 -3.23 5.82
H 7.44 -1.52 0.06
O -7.33 -2.78 3.48
C -11.02 0.80 1.92
H 0.82 -0.63 3.69
H 3.22 -1.90 -0.52
C -8.30 -2.88 5.67
C -8.12 -2.32 4.27
H 8.35 -2.10 -4.52
C -2.45 0.46 4.10
H 5.45 -1.36 2.15
F 7.58 -2.46 -12.91
F 7.73 -1.13 -10.34
Na -10.84 -2.79 4.05
H 0.29 2.80 -3.69
C 1.04 -0.65 2.63
P 7.87 -1.11 -12.00
C -8.97 -1.14 3.87
H -3.42 -1.80 1.81
H -4.95 -2.45 3.64
C 0.16 2.57 -1.53
S 0.88 1.07 2.08
H -8.77 -0.29 4.53
C 7.44 -1.93 -3.89
H -12.22 3.75 1.57
C -4.25 -1.64 3.77
C -3.30 0.08 5.12
Br 4.37 -3.90 -1.53
```

- LUMO (eV) = -2.94
- strongest force on any atom (eV/Å) = 3.36
- frontier orbital gap (eV) = 0.7755
- energy (eV) = -203013.8448

Atomic partial charges in e from the Löwdin method, atoms 1 to 4: F -0.215; H 0.038; H 0.081; N -0.163